[1]
The following is a quantum chemistry calculation of 2 unconnected molecules or ions with the total composition C6H9N2O2, from the OMol25 dataset.

Positions of all 19 atoms, in Å:
1 C 2.0210 2.3340 -2.5956
2 C -0.2601 0.3365 -0.6863
3 C 0.9113 1.8087 -1.7341
4 C 0.0471 2.5092 -0.9457
5 N 0.7204 0.4588 -1.5432
6 N -0.7041 1.5535 -0.2998
7 H -0.5827 -0.6031 -0.2534
8 H -1.4073 1.7518 0.3879
9 H -0.1200 3.5446 -0.7255
10 H 1.6503 2.6000 -3.5889
11 H 2.8097 1.5867 -2.6791
12 H 2.4446 3.2311 -2.1494
13 C 0.2180 -1.3923 2.5624
14 C -0.8130 -2.2820 1.8413
15 O -0.6883 -3.5110 1.9699
16 O -1.6869 -1.6418 1.1895
17 H -0.2513 -0.4750 2.9090
18 H 0.9693 -1.1196 1.8062
19 H 0.7377 -1.9153 3.3605

Its energy is -494.09498 Ha. The max |F| is 0.66 eV Å⁻¹. As for the total charge: -1. The calculation puts the HOMO-LUMO gap at 7.47 eV. The value obtained for the energy above the lowest of the compared OMol25 structures with the same formula, charge and spin is 17.4 kcal per mole. The HOMO energy is -4.19 eV. The LUMO energy is 3.28 eV. The spin multiplicity is 1.

---

[2]
The following is a quantum chemistry calculation of C3H5N3 in the gas phase, from the OMol25 dataset.

Positions of all 11 atoms, in Å:
1 N -1.9651 -0.1358 0.0554
2 C -0.4727 -0.1053 0.0852
3 N 0.3371 -1.0736 -0.1171
4 N 1.6752 -0.6308 -0.0927
5 C 2.0568 0.6132 -0.0357
6 C -1.0570 1.0562 0.3887
7 H -2.3782 -0.2929 -0.8624
8 H -2.4858 -0.5640 0.8157
9 H 2.2774 -1.4504 -0.1238
10 H 3.1631 0.5687 -0.0151
11 H -1.1508 2.0146 -0.0982

Its energy is -281.35008 Ha. The max |F| is 0.57 eV Å⁻¹. The calculation puts the HOMO-LUMO gap at 8.64 eV. The value obtained for the energy above the lowest of the compared OMol25 structures with the same formula, charge and spin is 150.6 kcal per mole. The HOMO energy is -7.97 eV. The LUMO energy is 0.67 eV. The spin multiplicity is 1.

---

[3]
The following is a quantum chemistry calculation of a molecular structure, C22H33Al2Br3ClF3N2O11S, from the OMol25 dataset.

Positions of all 78 atoms, in Å:
1 C 0.7583 1.8791 1.5849
2 N 0.1128 1.1643 0.4012
3 O 0.7026 1.6492 -0.7616
4 C 0.1779 -0.3210 0.5683
5 C 1.6027 -0.9642 0.4684
6 F 2.2233 -0.8699 -0.8492
7 C -1.3305 1.6472 0.3932
8 O -2.0884 1.0203 -0.6409
9 C -3.3573 0.6426 -0.1371
10 C -4.3544 1.6801 0.1181
11 C -5.6611 1.3393 0.6770
12 C -5.9955 -0.0539 0.9723
13 C -5.0151 -1.1197 0.6874
14 C -3.7187 -0.7602 0.1430
15 H 0.3752 1.3923 2.5237
16 H 0.4250 2.9482 1.5238
17 H 1.8727 1.8880 1.5165
18 H 1.2262 2.4647 -0.5304
19 H -0.1908 -0.5238 1.6076
20 H -0.4913 -0.8935 -0.1229
21 H 2.3142 -0.6310 1.2745
22 H 1.4658 -2.0832 0.6501
23 H -1.8078 1.5035 1.4028
24 H -1.2785 2.7511 0.1726
25 H -4.1197 2.7420 -0.1162
26 H -6.3968 2.1454 0.8933
27 H -7.0489 -0.3586 1.4079
28 H -5.2721 -2.1804 0.8960
29 H -2.9854 -1.5691 -0.0661
30 C -2.2846 -1.4354 3.4975
31 O -1.0645 -0.8984 3.5520
32 H -2.9583 -1.2346 4.3511
33 H -2.9360 -1.1304 2.6401
34 H -2.3472 -2.5428 3.4298
35 Al 3.5626 0.9605 -1.0341
36 C 4.5587 5.2095 1.5216
37 C 3.3142 4.7061 0.9206
38 N 2.3418 4.3113 0.4422
39 H 5.1490 5.7524 0.7546
40 H 4.3276 5.8898 2.3404
41 H 5.1494 4.3759 1.9051
42 Cl -8.4952 0.2988 1.1824
43 C 3.0059 -4.8691 -2.2715
44 C 1.9112 -4.1032 -1.5882
45 O 1.4076 -5.0456 -0.6319
46 C 2.5028 -5.8636 -0.3198
47 O 2.5394 -6.5736 0.6133
48 O 3.4923 -5.7160 -1.2233
49 F 0.9107 -3.7895 -2.4465
50 H 2.6371 -5.4856 -3.0946
51 H 3.7950 -4.2186 -2.6459
52 H 2.2499 -3.2016 -1.0742
53 C -1.8704 2.6710 -4.8779
54 C -1.1844 2.8104 -3.5140
55 C 0.3257 2.8470 -3.7644
56 S 0.5481 3.5276 -5.4100
57 O 1.1138 2.5044 -6.2518
58 O 1.1262 4.8390 -5.3045
59 C -1.1891 3.6847 -5.7918
60 H -2.9438 2.8506 -4.8111
61 H -1.7200 1.6589 -5.2647
62 H -1.5017 3.7443 -3.0401
63 H -1.4534 1.9947 -2.8413
64 H 0.8404 3.4814 -3.0412
65 H 0.7587 1.8448 -3.7555
66 H -1.3545 3.4891 -6.8497
67 H -1.4928 4.7032 -5.5457
68 C -1.5285 -0.9775 6.7603
69 O -0.3559 -1.3113 6.8478
70 O -1.9658 0.1757 6.9566
71 O -2.4743 -1.7371 6.4587
72 F 5.9137 7.1200 0.1593
73 C 5.0481 -7.6177 2.9742
74 Br 5.0844 -8.6145 4.6272
75 Br 4.8119 -5.7192 3.2876
76 Br 6.6034 -7.9727 1.8827
77 H 4.1824 -7.9569 2.4154
78 Al -0.2358 -3.9649 0.2147

Its energy is -11158.75554 Ha. The max |F| is 4.18 eV Å⁻¹. As for the total charge: +2. The calculation puts the HOMO-LUMO gap at 1.06 eV. The HOMO energy is -11.47 eV. The LUMO energy is -10.42 eV. The spin multiplicity is 1.

---

[4]
The following is a quantum chemistry calculation of a molecular structure, C8H7N3S, from the OMol25 dataset.

Positions of all 19 atoms, in Å:
1 C 2.4023 0.0907 1.5118
2 C -0.3686 -0.0309 0.5995
3 C -1.5082 1.6282 -2.0009
4 C -1.1575 3.5072 -0.4879
5 C -1.1254 2.1262 -0.8216
6 C -0.7527 1.3716 0.2972
7 C -0.4070 -1.1943 -0.3462
8 C 1.8078 -1.0302 0.8171
9 N 2.8288 0.9669 2.0867
10 N -0.8953 3.8635 0.7006
11 N 0.8576 -0.4511 -0.0724
12 S -0.7494 2.4763 1.6623
13 H -0.5958 -0.3092 1.7033
14 H -1.0155 0.6203 -2.2238
15 H -1.4206 4.3937 -1.0794
16 H -0.5696 -2.1433 -0.0380
17 H -0.8227 -0.9396 -1.4446
18 H 2.6557 -1.5890 0.2789
19 H 1.2856 -1.6314 1.5380

Its energy is -871.25967 Ha. The max |F| is 6.22 eV Å⁻¹. The calculation puts the HOMO-LUMO gap (alpha / beta) at 7.05 / 7.28 eV. The value obtained for the energy above the lowest of the compared OMol25 structures with the same formula, charge and spin is 114.8 kcal per mole. The HOMO energy (alpha / beta) is -8.08 / -8.37 eV. The LUMO energy (alpha / beta) is -1.03 / -1.09 eV. The spin multiplicity is 1.

---

[5]
The following is a quantum chemistry calculation of C3H5NS in the gas phase, from the OMol25 dataset.

Positions of all 10 atoms, in Å:
1 S -2.7897 -0.2901 -0.1578
2 C -1.2999 0.4579 0.2264
3 C -0.1070 -0.1272 -0.5935
4 C 1.2961 0.3275 -0.2360
5 N 0.7414 -1.0800 0.2434
6 H -1.3302 1.2906 1.1323
7 H -0.3190 -0.6012 -1.5841
8 H 2.4016 0.1618 -0.6829
9 H 1.1357 1.1510 0.3966
10 H 0.2710 -1.2902 1.2556

Its energy is -570.10645 Ha. The max |F| is 3.62 eV Å⁻¹. As for the SMILES: S=C[C@H]1CN1. The calculation puts the HOMO-LUMO gap at 8.16 eV. The value obtained for the energy above the lowest of the compared OMol25 structures with the same formula, charge and spin is 80.4 kcal per mole. The HOMO energy is -8.94 eV. The LUMO energy is -0.78 eV. The spin multiplicity is 1.

---

[6]
The following is a quantum chemistry calculation of a molecular structure, C25H25N8O5PtS, from the OMol25 dataset.

Positions of all 65 atoms, in Å:
1 Pt 0.4615 0.7456 -1.5579
2 N 2.5556 0.8985 -1.6520
3 N 2.8686 2.2764 -1.8206
4 C 1.8470 3.2867 -1.6277
5 O 2.2685 4.4132 -1.4574
6 O 0.6584 2.8980 -1.7244
7 H 2.8564 0.5353 -0.7375
8 H 3.0139 0.3481 -2.3857
9 H 3.7769 2.5642 -1.4685
10 O 2.7969 -1.1171 8.7505
11 S 1.9518 -1.6380 7.6961
12 O 2.6580 -2.2262 6.5788
13 O 0.7516 -2.3405 8.1162
14 C 1.1588 -0.1039 6.9998
15 N 0.6928 0.7693 7.8552
16 C 0.0855 1.8279 7.2980
17 C -0.0333 1.9796 5.9354
18 C 0.5441 0.9934 5.1141
19 N 1.1303 -0.0720 5.7134
20 C 0.6514 1.0424 3.6806
21 C -0.0087 1.9688 2.8562
22 C 0.2256 1.9388 1.4998
23 N 1.0454 1.0692 0.9108
24 C 1.6756 0.1815 1.6902
25 C 1.5162 0.1262 3.0497
26 H -0.2869 2.5699 7.9925
27 H -0.5215 2.8404 5.5117
28 H -0.7009 2.6880 3.2661
29 H -0.2472 2.6469 0.8348
30 H 2.3424 -0.5146 1.1938
31 H 2.0395 -0.5977 3.6531
32 N -6.8438 0.8895 -1.5333
33 C -5.6906 0.9277 -1.4768
34 C -4.2990 0.9375 -1.4260
35 C -3.5892 0.2333 -0.4251
36 C -2.2257 0.1969 -0.4656
37 N -1.5012 0.7993 -1.4376
38 C -2.1662 1.5568 -2.3435
39 C -3.5267 1.6511 -2.3745
40 H -4.1269 -0.2717 0.3616
41 H -1.6700 -0.3351 0.2938
42 H -1.5530 2.1058 -3.0479
43 H -4.0188 2.2643 -3.1135
44 C -0.0045 -1.0171 -6.2919
45 N -0.2470 -1.5553 -4.9739
46 C -1.5086 -1.0876 -4.4491
47 C 0.8554 -1.2676 -4.0758
48 C 0.6949 -1.9917 -2.7616
49 C 0.7459 -3.3811 -2.7548
50 C 0.5612 -4.0870 -1.5803
51 C 0.3451 -3.4015 -0.3978
52 C 0.3073 -2.0188 -0.4041
53 C 0.4651 -1.2842 -1.5769
54 H -0.8587 -1.2436 -6.9285
55 H 0.8833 -1.4930 -6.7066
56 H 0.1475 0.0753 -6.2876
57 H -2.3117 -1.4226 -5.1039
58 H -1.5479 0.0101 -4.3809
59 H -1.6698 -1.4986 -3.4553
60 H 0.9337 -0.1671 -3.8839
61 H 1.7734 -1.6055 -4.5690
62 H 0.9267 -3.9100 -3.6810
63 H 0.5772 -5.1679 -1.5883
64 H 0.2112 -3.9303 0.5356
65 H 0.1580 -1.5117 0.5399

Its energy is -2299.48455 Ha. The max |F| is 3.08 eV Å⁻¹. As for the total charge: -1. The calculation puts the HOMO-LUMO gap at 5.64 eV. The HOMO energy is -5.45 eV. The LUMO energy is 0.19 eV. The spin multiplicity is 1.